Record 1
{
  "formula": "C5H27F5N2O16S3Y",
  "method": "ωB97M-V with the def2-TZVPD basis set",
  "species": ["Y", "C", "F", "F", "F", "S", "O", "O", "O", "N", "S", "O", "O", "F", "S", "O", "O", "F", "O", "H", "H", "O", "H", "H", "O", "H", "H", "O", "H", "H", "O", "H", "H", "O", "H", "H", "O", "H", "H", "O", "H", "H", "C", "C", "C", "O", "C", "N", "H", "H", "H", "H", "H", "H", "H", "H", "H", "H", "H"],
  "xyz": [[-0.751, 2.665, 2.554], [1.866, 0.342, 6.102], [1.280, -0.848, 5.895], [1.084, 1.001, 6.988], [3.018, 0.365, 6.725], [2.167, 1.196, 4.347], [0.869, 1.385, 3.625], [2.760, 2.474, 4.705], [3.147, 0.413, 3.680], [-0.641, 0.843, 1.297], [-1.190, -0.552, 1.251], [-0.316, -1.693, 1.630], [-2.428, -0.832, 0.426], [-1.783, -0.143, 2.684], [0.221, 0.397, -0.173], [-0.443, 0.573, -1.444], [1.333, -0.530, -0.093], [0.896, 1.855, -0.096], [-1.085, 3.779, 0.495], [-1.953, 4.168, 0.603], [-0.876, 3.912, -0.430], [-5.021, -1.751, 0.344], [-5.274, -2.033, -0.535], [-4.275, -1.167, 0.204], [-4.502, -1.595, 3.066], [-3.964, -1.404, 3.834], [-4.612, -0.748, 2.634], [-2.061, 1.829, 4.469], [-2.411, 2.311, 5.219], [-2.320, 0.921, 4.625], [-3.278, -3.532, -0.931], [-2.696, -2.921, -1.383], [-3.678, -4.045, -1.632], [-0.325, -2.433, -1.601], [0.145, -3.187, -1.246], [0.126, -2.233, -2.421], [-2.598, 0.293, -3.162], [-1.731, 0.283, -2.756], [-3.016, 1.082, -2.816], [1.316, 3.733, 1.943], [1.704, 4.366, 2.548], [1.578, 4.039, 1.075], [3.408, -1.946, -2.355], [2.302, -1.389, -3.273], [2.994, -0.387, -4.280], [1.971, 0.295, -5.100], [1.295, 1.281, -4.331], [1.467, -2.414, -3.909], [3.997, -1.117, -1.962], [4.084, -2.700, -2.758], [3.035, -2.529, -1.513], [1.622, -0.725, -2.739], [3.653, -0.964, -4.929], [3.545, 0.389, -3.748], [1.731, 2.269, -4.475], [1.348, 1.197, -3.245], [0.246, 1.135, -4.584], [0.884, -2.000, -4.622], [2.134, -2.970, -4.427]],
  "atomic_forces_ev_per_a": [[2.92, -2.63, 1.09], [-1.12, 1.01, -0.22], [1.04, 0.32, 0.24], [-0.83, 0.34, -1.14], [0.74, -1.28, -0.85], [3.21, 1.86, 1.73], [-2.20, 0.61, -0.44], [-1.62, 0.29, 0.34], [-0.97, -1.63, -0.50], [3.31, 1.56, -5.33], [-7.30, -10.47, 4.16], [-2.08, 3.45, -1.68], [4.85, 1.71, 2.11], [-2.00, -0.57, 2.30], [5.56, 2.85, -4.65], [-0.30, -0.56, 2.15], [-2.41, 1.90, 0.70], [0.79, 0.66, 0.21], [-0.58, -0.01, 1.17], [-0.66, 0.51, -0.48], [0.44, -0.27, -0.61], [-0.77, 0.58, 0.34], [0.08, -0.22, -0.15], [0.17, -0.23, -0.15], [0.11, -0.01, 0.29], [0.12, -0.15, 0.29], [-0.26, 0.03, -0.39], [0.22, 1.10, -0.73], [-0.11, 0.34, 0.45], [0.11, -0.77, -0.25], [-0.15, -0.16, 0.07], [0.49, 0.20, -0.14], [-0.05, -0.23, -0.17], [-0.72, 0.41, 0.61], [0.06, -0.24, 0.07], [0.34, -0.37, -0.55], [-0.23, -0.07, -0.34], [0.08, -0.17, 0.11], [-0.17, 0.12, 0.01], [-1.02, 0.02, 0.47], [0.68, 0.07, 0.66], [0.11, -0.11, -0.57], [-0.63, -0.36, 0.43], [0.90, 1.28, -0.62], [-1.69, -0.38, -0.30], [1.27, -0.77, 1.45], [-0.13, -0.29, -0.14], [1.01, 0.19, 0.16], [0.05, -0.10, 0.03], [0.09, 0.36, -0.93], [-0.53, 0.42, 0.25], [0.07, -0.29, 0.60], [-0.02, 0.29, -0.28], [0.24, -0.13, 0.12], [-0.35, 0.24, -0.72], [0.21, -0.74, 0.19], [-0.08, 0.84, -0.12], [-0.15, 0.36, -0.16], [-0.15, -0.69, -0.17]],
  "max_force_ev_per_a": 13.43,
  "charge": 1,
  "homo_energy_ev": -11.29
}

Record 2
{
  "formula": "C5H27N2O8",
  "method": "ωB97M-V with the def2-TZVPD basis set",
  "species": ["C", "C", "C", "C", "N", "C", "N", "H", "H", "H", "H", "H", "H", "H", "H", "H", "H", "H", "H", "H", "O", "H", "H", "O", "H", "H", "O", "H", "H", "O", "H", "H", "O", "H", "H", "O", "H", "H", "O", "H", "H", "O"],
  "xyz": [[-0.784, -2.083, 0.916], [0.623, -2.556, 0.464], [1.517, -1.519, -0.184], [1.426, -1.222, -1.478], [2.209, -0.230, -2.094], [3.346, -0.461, -2.579], [-1.028, -0.600, 0.761], [-1.640, -2.519, 0.399], [-0.952, -2.307, 1.969], [1.069, -2.896, 1.397], [0.521, -3.384, -0.230], [2.337, -1.131, 0.394], [0.867, -1.754, -2.239], [3.945, -1.366, -2.473], [3.797, 0.313, -3.202], [-1.605, -0.262, 1.535], [-1.518, -0.501, -0.159], [-0.138, -0.136, 0.615], [-1.879, -0.068, 4.254], [-1.847, 1.222, 3.304], [-1.917, 0.262, 3.355], [-1.577, -1.956, -4.039], [-1.125, -3.390, -3.424], [-1.185, -2.440, -3.309], [-0.928, 3.074, 1.465], [-1.724, 4.426, 1.876], [-1.486, 3.530, 2.109], [-0.707, 2.239, -1.098], [0.398, 1.822, -0.005], [-0.494, 2.146, -0.165], [2.630, 0.724, 1.533], [1.450, 1.374, 2.403], [1.803, 1.205, 1.502], [2.106, 2.053, 4.422], [0.669, 2.574, 4.235], [1.239, 1.811, 4.079], [-2.164, -1.317, -2.175], [-1.955, 0.208, -2.344], [-2.285, -0.458, -1.722], [-0.300, 1.994, -3.743], [-1.800, 1.970, -3.216], [-0.913, 1.609, -3.111]],
  "atomic_forces_ev_per_a": [[-0.72, 0.51, 0.31], [-0.27, 0.34, 0.26], [-0.54, -0.80, -0.23], [1.42, 0.11, -0.05], [-0.36, -0.09, -0.37], [0.34, 0.50, -0.36], [-0.12, -1.37, -1.14], [0.40, -0.41, -0.22], [0.19, 0.00, -0.03], [0.38, -0.29, -0.33], [-0.12, -0.26, 0.15], [-0.10, 0.47, 0.15], [-0.75, 0.07, 0.45], [-0.33, -0.33, 0.14], [0.09, 0.08, 0.31], [0.36, 0.40, 0.20], [-0.06, 0.48, 0.26], [0.20, 0.58, 0.59], [0.04, 0.43, 0.19], [-0.09, 0.12, 0.53], [-0.01, -0.35, -0.90], [0.03, -0.73, -0.55], [-0.36, 0.02, -0.67], [0.29, 0.53, 0.96], [-0.28, 0.73, -0.68], [0.31, -0.03, -0.51], [-0.09, -0.83, 1.26], [0.60, -0.21, -0.22], [0.44, 0.12, -0.51], [-0.52, -0.01, 0.83], [0.03, 0.06, 0.35], [0.67, -0.14, -0.07], [-0.87, 0.13, -0.54], [-0.04, 0.07, 0.07], [0.04, 0.04, -0.02], [-0.15, 0.00, 0.12], [0.09, 0.38, 0.22], [0.30, -0.32, 0.23], [-0.23, -0.34, -0.10], [-0.24, 0.16, -0.16], [0.24, 0.51, -0.56], [-0.24, -0.33, 0.63]],
  "max_force_ev_per_a": 1.79,
  "charge": 1,
  "homo_energy_ev": -11.73,
  "de_lowest_kj_mol": 229.55
}

Record 3
{
  "formula": "C5H27N2O8",
  "method": "ωB97M-V with the def2-TZVPD basis set",
  "species": ["C", "O", "C", "C", "C", "C", "N", "N", "H", "H", "H", "H", "H", "H", "H", "H", "H", "H", "H", "H", "H", "H", "H", "O", "H", "H", "O", "H", "H", "O", "H", "H", "O", "H", "H", "O", "H", "H", "O", "H", "H", "O"],
  "xyz": [[3.235, 2.169, 0.514], [2.378, 2.398, -0.607], [3.266, 0.689, 0.889], [1.982, 0.089, 1.494], [0.927, -0.368, 0.523], [1.080, -1.667, 0.036], [0.145, -2.259, -0.907], [-0.134, 0.381, 0.350], [2.966, 2.781, 1.371], [4.207, 2.417, 0.113], [1.501, 2.022, -0.484], [3.543, 0.155, -0.027], [4.096, 0.485, 1.568], [1.538, 0.867, 2.116], [2.153, -0.670, 2.258], [1.956, -2.242, 0.268], [0.340, -1.901, -1.874], [0.199, -3.283, -0.886], [-0.842, -1.964, -0.763], [-0.090, 1.350, 0.663], [-1.065, 0.070, 0.041], [-3.554, -0.709, 1.086], [-2.477, 0.248, 1.736], [-2.620, -0.613, 1.305], [-2.754, -2.882, -0.101], [-3.268, -3.177, -1.579], [-2.814, -2.540, -1.006], [-1.279, 2.724, -0.993], [-2.119, 4.005, -1.180], [-1.709, 3.442, -0.509], [-2.836, 2.596, 2.601], [-2.444, 2.651, 1.088], [-2.295, 2.171, 1.922], [0.618, 2.177, -2.397], [-0.130, 0.952, -2.591], [-0.207, 1.772, -2.078], [-2.466, -3.365, 2.564], [-3.502, -4.192, 1.852], [-2.626, -3.805, 1.721], [1.492, -1.368, -4.019], [2.190, -0.517, -2.982], [1.420, -1.091, -3.094]],
  "atomic_forces_ev_per_a": [[-0.42, -0.83, -0.42], [-0.26, -0.14, -0.18], [0.63, -0.65, -0.36], [-0.05, 1.51, 0.16], [-0.09, 0.30, 1.51], [-0.66, -0.37, -0.86], [-0.25, 0.64, 0.11], [0.16, -0.25, -0.23], [0.02, 0.28, 0.04], [0.30, 0.30, 0.37], [0.09, 0.27, 0.20], [-0.06, -0.13, 0.00], [-0.09, 0.20, 0.15], [-0.27, 0.25, -0.05], [0.25, -0.55, -0.47], [0.16, -0.17, 0.07], [0.67, -0.24, -0.07], [-0.20, 0.08, -0.13], [-0.37, -0.65, 0.17], [-0.35, -0.08, 0.40], [0.08, -0.07, -0.01], [0.07, 0.26, 0.08], [-0.65, 0.24, 0.07], [0.81, -0.22, -0.35], [-0.49, -0.44, 0.17], [0.13, 0.10, 0.44], [0.74, 0.36, -0.24], [-0.17, 0.36, -0.38], [0.07, -0.09, 0.16], [-0.15, -0.16, 0.26], [0.17, -0.02, -0.18], [0.03, 0.31, 0.08], [0.03, -0.40, 0.01], [-0.26, 0.74, 0.29], [-0.67, -0.09, 0.06], [1.21, -0.75, -0.69], [0.11, 0.09, -0.09], [0.08, -0.19, -0.12], [-0.20, 0.16, -0.03], [-0.21, -0.13, 0.02], [0.01, -0.02, 0.15], [0.05, 0.19, -0.12]],
  "max_force_ev_per_a": 1.58,
  "s_squared": 0.768,
  "charge": 2,
  "homo_energy_ev": [-16.71, -16.70],
  "de_lowest_kj_mol": 36.63,
  "spin_multiplicity": 2
}

Record 4
{
  "formula": "C5H27NO10",
  "method": "ωB97M-V with the def2-TZVPD basis set",
  "species": ["O", "C", "N", "C", "C", "C", "C", "H", "H", "H", "H", "H", "H", "H", "H", "H", "O", "H", "H", "O", "H", "H", "O", "H", "H", "O", "H", "H", "O", "H", "H", "O", "H", "H", "O", "H", "H", "O", "H", "H", "O", "H", "H"],
  "xyz": [[2.603, 2.907, 1.238], [2.002, 2.134, 0.537], [1.649, 0.893, 1.087], [1.782, 0.629, 2.511], [1.370, -0.770, 2.812], [1.806, -1.461, 1.471], [1.991, -0.333, 0.338], [1.583, 2.243, -0.510], [2.862, 0.741, 2.800], [1.251, 1.412, 3.142], [0.317, -1.050, 2.939], [1.981, -1.127, 3.668], [0.969, -2.098, 1.119], [2.570, -2.216, 1.613], [1.313, -0.612, -0.481], [3.088, -0.342, 0.062], [-2.737, 0.491, 1.407], [-2.551, -0.445, 1.168], [-3.377, 0.900, 0.821], [-1.287, 2.551, 2.207], [-0.417, 2.167, 2.091], [-2.014, 1.887, 2.186], [-1.674, 1.244, -2.175], [-1.229, 1.860, -1.539], [-2.100, 1.864, -2.807], [-2.122, -1.888, 0.603], [-1.370, -1.988, -0.018], [-2.822, -2.309, 0.062], [1.345, -2.336, -1.853], [0.599, -2.282, -2.461], [1.841, -3.119, -2.105], [-1.599, 3.197, -0.460], [-0.679, 2.978, -0.233], [-2.005, 3.051, 0.446], [-1.409, -1.130, -2.841], [-0.856, -0.611, -3.459], [-1.740, -0.383, -2.316], [3.148, 0.068, -2.618], [2.357, -0.487, -2.600], [3.362, 0.465, -1.766], [-3.374, -2.566, -1.735], [-2.619, -2.427, -2.360], [-3.807, -1.699, -1.993]],
  "atomic_forces_ev_per_a": [[-0.23, 1.21, -0.87], [-0.37, -1.87, 1.42], [-0.79, -0.34, -1.22], [0.71, 2.67, 1.66], [0.87, -1.51, -1.16], [-1.61, -0.56, -0.74], [0.71, -1.45, 1.82], [0.86, 0.28, 0.62], [-0.69, -0.07, -0.16], [0.53, -0.76, -0.93], [0.18, 0.86, 0.34], [-0.64, 0.04, -0.48], [0.27, 0.38, 0.22], [0.79, 0.49, -0.25], [0.57, 0.65, 0.19], [-1.21, 0.13, -0.09], [-0.25, 0.54, 0.56], [-0.13, 0.23, -0.36], [-0.04, -0.50, -0.26], [-0.83, 1.05, 0.34], [-0.27, -0.66, -0.01], [1.34, -0.38, -0.01], [0.15, 1.45, -0.50], [-1.13, -0.59, -0.38], [0.32, -0.63, 0.67], [0.55, -0.86, -0.81], [-0.36, 0.30, 0.67], [0.09, 0.18, 0.14], [-0.12, 0.12, -0.17], [-0.21, -0.08, 0.08], [0.07, -0.10, -0.07], [0.11, -0.14, 1.28], [-0.22, 0.56, 0.14], [0.74, 0.28, -1.14], [0.91, -0.23, -0.83], [-0.39, -0.62, 0.19], [-0.01, 0.18, 0.28], [0.36, 0.31, -0.77], [0.33, 0.13, 0.80], [-0.57, -0.47, -0.17], [-0.25, 1.95, -1.50], [-0.20, -0.67, 0.64], [0.05, -1.51, 0.82]],
  "max_force_ev_per_a": 3.22,
  "homo_energy_ev": -9.50,
  "de_lowest_kj_mol": 366.28
}

Record 5
{
  "formula": "C5H27NO9",
  "method": "ωB97M-V with the def2-TZVPD basis set",
  "species": ["O", "C", "C", "C", "C", "C", "N", "H", "H", "H", "H", "H", "H", "H", "H", "H", "H", "H", "H", "H", "O", "H", "H", "O", "H", "H", "O", "H", "H", "O", "H", "H", "O", "H", "H", "O", "H", "H", "O", "H", "H", "O"],
  "xyz": [[-3.914, 0.003, 0.456], [-2.990, 0.519, -0.201], [-2.055, 1.179, 0.677], [-0.702, 1.007, 0.016], [-0.369, -0.395, -0.387], [-0.130, -1.295, 0.844], [0.839, -0.771, 1.784], [-3.059, 0.619, -1.293], [-2.110, 0.917, 1.724], [-2.315, 2.263, 0.662], [-0.730, 1.775, -0.752], [0.029, 1.349, 0.705], [-1.346, -0.730, -0.851], [0.353, -0.583, -1.282], [-1.198, -1.458, 1.195], [0.220, -2.224, 0.342], [0.465, -0.452, 2.672], [1.427, -1.490, 2.042], [4.134, 1.078, -0.461], [4.409, -0.530, -0.529], [4.492, 0.299, -0.956], [2.239, 0.451, 0.931], [2.106, 1.804, 1.270], [2.906, 1.233, 1.265], [-0.354, -2.269, -2.818], [1.093, -2.169, -2.517], [0.458, -2.833, -2.663], [-0.963, -1.425, 4.043], [-1.376, -2.824, 3.848], [-0.538, -2.351, 4.072], [-3.397, -1.284, 3.166], [-3.190, -1.443, 1.665], [-2.973, -1.874, 2.533], [0.683, 2.750, -1.843], [-0.708, 3.127, -2.296], [0.174, 3.162, -2.581], [0.352, 0.351, -3.848], [0.717, 0.915, -2.401], [0.020, 0.532, -2.966], [2.134, 0.390, -1.355], [3.019, 1.327, -2.144], [2.147, 1.350, -1.765]],
  "atomic_forces_ev_per_a": [[-3.75, -2.57, 1.12], [-0.10, -0.23, 0.06], [1.37, 1.79, -1.35], [0.81, 1.44, 0.27], [-0.28, -1.16, -1.57], [-1.96, -0.31, -2.06], [-0.72, 1.46, -0.45], [0.36, 0.44, 0.02], [-0.19, -0.74, 0.05], [0.45, 0.19, 0.30], [0.34, -0.52, -0.59], [1.14, 0.57, 0.75], [0.88, -0.15, 0.32], [-0.78, 0.62, 2.16], [1.73, -0.07, 0.42], [-0.08, 0.14, 1.00], [-0.29, 0.13, -0.41], [1.57, -1.84, 0.71], [0.17, -1.60, 0.46], [-0.37, -0.63, 1.22], [0.51, 2.04, -1.39], [2.29, 1.34, 1.55], [1.01, 0.59, 0.33], [-3.27, -1.84, -1.52], [1.17, -1.01, 0.33], [1.44, 1.24, 0.34], [-2.63, -0.21, -0.69], [1.29, -1.90, 0.03], [0.98, 0.07, -0.10], [-2.24, 1.76, 0.08], [-0.14, -0.01, -0.22], [-0.25, 0.15, 0.36], [-0.18, 0.20, -0.17], [-0.47, 0.58, -0.93], [-1.97, -0.15, 0.47], [2.50, 0.53, 0.34], [0.35, 0.40, 0.12], [-0.15, -0.02, -1.29], [-1.00, -0.97, -0.53], [-0.09, 2.72, -0.79], [0.73, 0.20, -0.54], [-0.17, -2.67, 1.76]],
  "max_force_ev_per_a": 4.68,
  "s_squared": 0.753,
  "charge": -1,
  "homo_energy_ev": [-0.09, -4.19],
  "de_lowest_kj_mol": 225.16,
  "spin_multiplicity": 2
}

Record 6
{
  "formula": "C5H28N2O10",
  "method": "ωB97M-V with the def2-TZVPD basis set",
  "species": ["C", "C", "C", "C", "N", "C", "N", "H", "H", "H", "H", "H", "H", "H", "H", "O", "H", "H", "O", "H", "H", "O", "H", "H", "O", "H", "H", "O", "H", "H", "O", "H", "H", "O", "H", "H", "O", "H", "H", "O", "H", "H", "O", "H", "H"],
  "xyz": [[4.030, -0.983, 0.637], [3.515, -0.106, 1.810], [2.551, 0.930, 1.309], [2.741, 2.300, 1.009], [1.508, 2.916, 0.806], [0.556, 2.013, 0.909], [1.116, 0.784, 1.377], [3.215, -1.619, 0.043], [4.604, -1.740, 1.209], [4.497, -0.315, 0.029], [3.239, -0.817, 2.574], [4.349, 0.489, 2.112], [3.567, 2.685, 0.651], [-0.559, 2.258, 0.947], [0.432, 0.074, 1.607], [1.900, 0.473, -2.091], [1.893, 1.350, -2.652], [1.646, 0.989, -1.328], [-3.860, -0.709, 1.588], [-4.185, -1.466, 0.963], [-2.999, -1.039, 1.949], [-0.078, -0.733, -3.434], [-0.900, -0.325, -3.753], [0.523, -0.037, -3.182], [-1.614, -1.937, 2.349], [-1.290, -2.091, 3.180], [-1.058, -2.403, 1.699], [-3.307, -2.284, -0.759], [-3.093, -1.341, -0.957], [-2.406, -2.488, -0.434], [-3.203, 2.189, 1.164], [-2.807, 1.304, 1.152], [-4.065, 1.935, 1.585], [-2.210, 2.081, -1.402], [-2.974, 2.478, -1.834], [-2.325, 2.292, -0.410], [0.246, 2.350, -2.895], [-0.532, 1.819, -2.625], [-0.093, 3.207, -2.798], [-0.417, -3.646, 0.751], [-0.336, -4.537, 0.366], [-0.223, -3.031, -0.022], [-0.744, -1.399, -0.900], [-0.506, -1.111, -1.953], [-0.344, -0.762, -0.343]],
  "atomic_forces_ev_per_a": [[-2.94, -3.20, 1.98], [-0.52, -0.18, -2.24], [-2.61, 1.12, 1.67], [-5.73, -4.37, 1.08], [-0.16, -0.39, -1.05], [0.98, -0.18, 2.14], [-0.01, 2.31, -1.82], [1.47, 1.72, 1.31], [0.54, 0.38, -1.19], [1.86, 1.03, -2.16], [-0.76, 0.54, 0.61], [0.76, 0.04, 0.65], [4.19, 2.28, -1.07], [1.86, -0.60, -0.12], [0.97, -0.57, 0.30], [0.37, 2.81, -1.85], [0.23, -2.48, 0.67], [-0.25, -0.32, 1.37], [-0.49, -1.48, -1.22], [1.17, 1.96, 1.57], [-0.88, -0.12, -0.38], [-1.60, -0.81, -0.15], [0.43, -0.09, -0.10], [0.91, 0.66, 0.35], [-0.84, 1.20, -3.07], [1.30, -0.73, 3.16], [-0.31, -0.44, 0.48], [0.91, 1.05, 0.06], [-0.67, -0.81, -0.02], [-0.66, -0.42, -0.16], [-0.80, -0.72, 0.87], [-0.14, -0.18, 0.04], [0.92, 0.57, -0.64], [0.14, 0.32, 1.49], [-0.03, -0.04, 0.25], [-0.28, -0.26, -2.23], [-0.21, -2.01, -0.34], [0.49, 0.37, 0.17], [-0.49, 2.11, 0.22], [0.75, 0.17, -1.81], [-0.15, 0.50, 0.43], [-0.32, -0.67, 0.83], [0.19, -0.38, -3.49], [-0.34, -0.90, 2.86], [0.75, 1.20, 0.59]],
  "max_force_ev_per_a": 7.29,
  "homo_energy_ev": -8.84,
  "de_lowest_kj_mol": 377.75
}